# 1
108
Properties=species:S:1:pos:R:3:forces:R:3 method="wB97M-V/def2-TZVPD" charge=0 gap_ev="7.2313 / 7.4030" e_lumo_ev="-0.53 / -0.51" energy_ev=-90454.461 s_squared=0.823 multiplicity=2
V -0.67660 -1.23561 0.58853 0.02 0.00 0.09
O -1.62146 1.72048 -2.51832 -0.02 0.02 0.00
C -2.45220 2.49147 -1.78884 -0.01 -0.02 0.00
C -3.07899 3.55033 -2.44755 0.00 0.00 0.00
C -3.95503 4.37145 -1.77039 -0.01 0.00 0.00
C -4.23174 4.15678 -0.42098 0.00 0.01 0.00
C -3.61802 3.11050 0.23294 0.02 0.00 0.00
C -2.72117 2.26514 -0.42874 0.04 0.01 0.00
C -2.09179 1.14654 0.29939 -0.03 -0.04 -0.02
O -1.09495 0.52523 -0.27404 -0.06 0.00 -0.06
N -2.55385 0.82758 1.48134 -0.01 0.04 0.00
N -1.82602 -0.23304 1.98546 -0.04 0.04 0.07
C -1.89996 -0.44221 3.24311 0.01 0.00 -0.05
C -1.07819 -1.39768 3.98668 0.00 -0.02 0.01
C -1.10909 -1.31284 5.38148 -0.01 0.00 -0.02
C -0.26618 -2.07214 6.17291 -0.01 0.01 0.02
C 0.63740 -2.94215 5.57944 0.01 -0.01 0.00
C 0.67842 -3.06705 4.19953 0.00 0.02 -0.01
C -0.17713 -2.30775 3.42598 -0.02 -0.03 0.01
O -0.20034 -2.51810 2.05677 0.07 0.05 0.10
H -1.22206 1.07214 -1.90287 0.01 0.00 0.01
H -2.85641 3.70011 -3.49569 0.00 0.00 0.01
H -4.43022 5.19012 -2.29642 0.00 0.00 0.00
H -4.91840 4.80362 0.10773 0.00 0.00 0.00
H -3.81395 2.91910 1.27872 0.00 0.00 0.00
H -2.55120 0.20896 3.82280 0.00 0.00 0.01
H -1.79619 -0.61201 5.84028 0.00 0.00 0.00
H -0.30762 -1.97858 7.24979 0.00 0.00 -0.01
H 1.30691 -3.53423 6.18929 0.00 0.00 0.00
H 1.36114 -3.75253 3.71279 0.00 0.00 0.00
C -5.63142 -3.01723 0.35049 0.00 -0.02 0.03
C -4.11332 -3.00867 0.50709 0.02 0.00 -0.02
C -3.69760 -3.55453 1.87668 0.03 0.00 0.02
C -3.38985 -3.76400 -0.58780 -0.04 -0.06 0.02
C -3.92995 -4.89660 -1.18482 -0.04 0.05 -0.03
C -3.22895 -5.59043 -2.15697 0.03 -0.01 -0.03
C -1.96923 -5.16075 -2.55483 -0.03 0.00 0.00
C -1.38429 -4.03902 -1.98624 -0.04 0.05 0.04
C -0.02331 -3.52159 -2.40588 -0.03 -0.02 0.00
C 0.84398 -4.56388 -3.10273 -0.01 -0.01 -0.01
C -0.17052 -2.27482 -3.28546 0.00 -0.02 -0.01
C -2.10738 -3.35422 -0.98584 0.07 -0.04 0.00
N -1.51679 -2.28358 -0.34331 0.05 0.00 -0.18
C 0.97088 -2.39845 1.22908 -0.04 -0.07 0.01
C 1.83486 -1.25243 1.53065 0.07 0.01 0.08
N 1.29146 -0.15550 1.90809 -0.04 0.00 -0.02
C 2.12432 0.98217 2.12227 -0.01 0.03 0.02
C 2.57236 1.24729 3.42489 -0.01 -0.02 -0.02
C 3.42443 2.32690 3.62387 0.02 0.02 0.00
C 3.80792 3.14037 2.57028 0.01 0.01 0.02
C 3.32211 2.88719 1.30023 -0.01 -0.03 -0.03
C 2.47363 1.81290 1.04912 0.02 0.01 0.03
C 1.96573 1.58477 -0.36156 0.01 0.04 0.01
C 3.10223 1.23921 -1.32674 0.00 0.01 0.01
C 1.17956 2.79851 -0.86025 -0.01 0.00 0.00
C 2.18585 0.35627 4.59093 0.01 0.00 0.00
C 3.32650 -0.60440 4.93822 -0.01 0.01 0.00
C 1.76214 1.15686 5.82237 -0.01 -0.01 0.00
C 3.22688 -1.67480 1.22577 0.00 -0.05 -0.07
C 4.45066 -1.05699 1.24301 0.01 0.02 -0.01
C 5.58778 -1.82368 0.89063 0.00 -0.02 0.00
C 5.50297 -3.14950 0.53609 -0.01 0.01 0.00
C 4.24983 -3.81107 0.51024 0.00 0.02 0.01
C 3.99681 -5.17323 0.19086 -0.01 -0.01 0.00
C 2.71745 -5.66273 0.24038 0.01 0.00 0.00
C 1.59921 -4.85525 0.58727 0.03 0.01 0.01
C 1.81987 -3.54405 0.89655 0.03 0.02 -0.03
C 3.14549 -3.03915 0.86268 -0.03 0.00 0.01
H -6.08394 -2.36354 1.09827 0.00 0.00 -0.01
H -6.05134 -4.01497 0.49558 0.01 0.00 0.01
H -5.93022 -2.66267 -0.63690 0.00 -0.01 0.00
H -3.78050 -1.97025 0.45172 -0.01 0.03 0.00
H -3.99685 -4.60118 1.97468 0.00 0.00 0.01
H -4.17144 -2.98785 2.68200 0.00 0.00 0.00
H -2.61407 -3.50029 2.00578 -0.04 -0.01 -0.01
H -4.91395 -5.24029 -0.89126 0.01 0.01 -0.01
H -3.66627 -6.46928 -2.61409 0.00 0.00 0.01
H -1.44024 -5.71385 -3.31972 0.00 0.00 0.01
H 0.49039 -3.22327 -1.48917 0.03 0.04 0.01
H 0.43489 -4.84201 -4.07711 0.01 0.00 0.01
H 0.94802 -5.47024 -2.50303 -0.01 0.00 -0.01
H 1.84227 -4.15651 -3.27265 0.00 0.00 0.00
H -0.65052 -2.53419 -4.23232 0.00 0.00 0.00
H 0.80942 -1.84553 -3.50922 -0.02 0.00 0.01
H -0.77871 -1.51283 -2.79744 0.01 0.00 0.01
H 3.79494 2.53653 4.61988 0.00 0.00 0.00
H 4.47389 3.97650 2.74208 0.00 0.00 0.00
H 3.60993 3.53446 0.48019 -0.01 0.00 0.01
H 1.27573 0.74393 -0.34056 -0.02 -0.05 -0.01
H 3.82952 2.05314 -1.38036 0.00 -0.01 -0.01
H 2.70682 1.07762 -2.33168 0.00 0.00 0.00
H 3.63065 0.33543 -1.01940 0.00 0.01 0.00
H 1.81579 3.68405 -0.92527 0.01 -0.01 0.01
H 0.34839 3.02923 -0.19144 0.01 0.00 0.00
H 0.77025 2.60697 -1.85313 0.00 0.00 0.01
H 1.32750 -0.23896 4.27787 0.00 0.00 -0.01
H 4.23086 -0.04595 5.19355 0.00 -0.01 0.01
H 3.56559 -1.26132 4.09978 0.00 0.00 -0.01
H 3.05762 -1.22796 5.79372 0.00 0.00 -0.01
H 2.59290 1.72144 6.24985 0.01 0.00 -0.01
H 1.39588 0.47872 6.59615 0.00 0.01 -0.01
H 0.96542 1.86203 5.57940 0.00 0.00 0.00
H 4.56399 -0.01615 1.51793 -0.01 -0.01 0.01
H 6.55770 -1.34327 0.90625 0.00 -0.01 0.00
H 6.40227 -3.69690 0.27905 0.00 0.00 0.00
H 4.81889 -5.82114 -0.08789 -0.01 0.00 0.00
H 2.54375 -6.70303 -0.00556 0.00 0.01 0.00
H 0.60038 -5.27539 0.58636 0.01 0.00 0.00



# 2
116
Properties=species:S:1:pos:R:3:forces:R:3 method="wB97M-V/def2-TZVPD" charge=+1 gap_ev=5.8995 e_lumo_ev=-3.62 energy_ev=-106824.702
Zr -0.02754 -0.85041 0.76128 -0.39 0.31 -1.07
C 1.41403 -1.48921 -3.29652 0.02 0.03 -0.02
C 0.63417 -2.73018 -2.97295 0.01 0.04 -0.10
C 0.16226 -3.53812 -4.00566 -0.02 0.03 0.01
C -0.48981 -4.73015 -3.74077 0.01 -0.01 0.03
C -0.66062 -5.14130 -2.42669 -0.02 0.00 -0.05
C -0.20711 -4.36010 -1.37179 -0.06 -0.06 0.03
C -0.36181 -4.85745 0.04051 0.02 0.04 0.00
C 0.41516 -3.13595 -1.65830 -0.03 0.05 0.13
N 0.90214 -2.38102 -0.52817 0.20 -0.17 0.32
C 2.08586 -2.92137 -0.05854 -0.07 0.10 0.00
O 2.91187 -3.55094 -0.67898 -0.05 -0.02 -0.08
C 2.22311 -2.74839 1.43091 -0.29 -0.06 0.10
C 3.21300 -3.26449 2.22863 0.09 -0.05 0.09
C 3.03839 -3.19254 3.61435 0.04 -0.05 -0.02
C 1.89536 -2.62915 4.15733 0.01 0.07 0.07
C 0.96561 -2.08959 3.28752 -0.28 -0.42 -0.02
N 1.13809 -2.18023 1.97120 0.75 0.04 0.43
C -0.40900 -1.57371 3.64389 -0.03 -0.13 -0.28
O -0.78039 -1.51574 4.78905 0.00 0.04 0.04
N -1.14993 -1.29974 2.49215 -0.29 -0.29 0.71
C -2.53224 -1.01558 2.74999 0.23 0.09 0.01
C -3.33981 -1.98290 3.35853 -0.05 -0.03 0.04
C -2.83879 -3.36420 3.67664 -0.01 0.01 -0.01
C -4.65817 -1.64475 3.65074 -0.03 0.02 -0.03
C -5.17010 -0.39614 3.33410 0.01 -0.04 0.01
C -4.36962 0.52922 2.68316 0.00 0.02 -0.03
C -3.04778 0.22670 2.37844 -0.04 0.05 -0.07
C -2.19591 1.24488 1.66913 0.00 -0.14 0.38
H 1.48684 -1.35399 -4.37517 0.01 -0.02 0.01
H 0.94376 -0.59721 -2.88689 -0.03 0.02 0.02
H 2.42671 -1.55283 -2.89398 -0.02 -0.03 0.02
H 0.33680 -3.23213 -5.03041 0.00 -0.01 0.00
H -0.84187 -5.34981 -4.55506 -0.01 0.00 0.00
H -1.14830 -6.08436 -2.21216 0.00 0.00 -0.01
H -1.09941 -5.65731 0.08427 0.01 -0.01 -0.01
H 0.58350 -5.26183 0.41443 0.01 0.02 0.00
H -0.67990 -4.06747 0.72262 0.00 -0.02 -0.01
H 4.06697 -3.74566 1.77345 0.00 0.01 0.00
H 3.78960 -3.61603 4.26801 0.00 0.02 0.00
H 1.71255 -2.58316 5.22144 0.00 -0.02 0.00
H -2.13573 -3.71688 2.91871 0.00 0.01 0.00
H -2.32685 -3.38203 4.63926 0.00 0.01 0.00
H -3.67067 -4.06578 3.72334 0.00 0.01 -0.01
H -5.29233 -2.38205 4.12810 0.00 0.00 0.00
H -6.19505 -0.14984 3.57822 0.00 0.00 0.00
H -4.77279 1.49540 2.40596 0.01 0.00 -0.01
H -2.80722 1.96201 1.12871 0.01 0.03 -0.02
H -1.53715 1.77188 2.35788 0.05 0.01 -0.04
H -1.57763 0.78144 0.87774 -0.13 0.20 -0.23
C -5.19873 -0.90645 -0.72722 0.04 -0.09 -0.02
C -4.33045 -1.88643 0.05584 -0.08 0.32 -0.05
S -2.57968 -1.97030 -0.41028 0.24 -0.08 -0.09
C -2.72043 -2.26155 -2.19210 -0.01 -0.02 -0.03
C -2.58407 -1.09555 -3.18954 -0.07 0.05 -0.01
S -1.85913 0.44033 -2.57916 0.08 -0.05 0.07
C -3.18358 1.63468 -2.89796 0.00 0.00 -0.07
C -4.58374 1.30051 -2.39076 0.02 0.02 -0.06
S -4.68423 0.82977 -0.65239 0.03 0.04 0.18
H -6.20858 -0.97174 -0.31997 0.00 -0.06 0.00
H -5.25895 -1.19411 -1.77670 0.00 0.00 0.00
H -4.72018 -2.89584 -0.08550 -0.01 -0.02 0.03
H -4.34847 -1.66621 1.11890 0.00 0.00 -0.01
H -3.69481 -2.73498 -2.31856 0.02 -0.05 0.00
H -1.97906 -3.01520 -2.42530 0.02 0.00 0.02
H -3.55574 -0.83745 -3.60561 0.00 -0.01 -0.02
H -1.96252 -1.43896 -4.01445 -0.01 -0.02 -0.02
H -3.23156 1.79754 -3.97614 -0.02 0.07 0.00
H -2.82673 2.56351 -2.44964 0.01 -0.02 0.04
H -5.04528 0.52004 -2.99394 -0.01 -0.01 0.01
H -5.20362 2.18865 -2.52025 0.00 0.00 -0.05
C -1.36043 6.29091 4.65779 0.01 -0.03 -0.02
C -0.72214 5.01639 4.17426 -0.02 0.04 0.01
C -0.47845 3.96159 5.03964 0.00 -0.04 0.03
C 0.12679 2.77678 4.62287 -0.03 0.07 0.00
C 0.35681 1.69111 5.64193 -0.02 0.05 -0.02
C 0.49562 2.65744 3.27537 -0.06 -0.05 0.09
Te 1.47913 0.87236 2.69725 0.27 0.11 -0.02
C 0.26483 3.71014 2.38169 0.00 0.05 0.09
C 0.62624 3.60589 0.93169 0.00 -0.01 -0.04
C -0.34129 4.87080 2.84596 -0.02 0.00 -0.02
H -1.78806 6.16727 5.65153 0.00 -0.01 0.00
H -2.15347 6.61555 3.98322 0.00 0.00 0.00
H -0.62621 7.09711 4.70916 0.01 -0.01 0.00
H -0.76751 4.05508 6.08075 0.00 0.01 -0.01
H -0.01804 2.00334 6.61585 -0.01 0.01 -0.01
H 1.41940 1.46487 5.74643 0.00 0.00 -0.01
H -0.14579 0.76426 5.36292 0.00 0.00 0.01
H 0.02499 2.83095 0.44980 -0.02 0.00 0.01
H 1.67368 3.32546 0.80051 0.00 -0.01 0.00
H 0.44293 4.54699 0.41285 0.01 0.00 0.01
H -0.52040 5.68389 2.14962 0.00 -0.01 0.00
N 4.35343 3.01108 -4.04041 0.03 0.04 -0.06
C 5.51302 3.03216 -4.79120 -0.13 0.11 -0.01
C 5.99925 3.92688 -5.74298 0.01 -0.03 0.05
C 7.21662 3.61465 -6.30769 0.04 -0.04 0.01
C 7.92840 2.45449 -5.94280 -0.03 0.05 -0.01
C 7.43920 1.57860 -5.00079 0.01 0.00 0.01
C 6.20792 1.88037 -4.41329 0.05 -0.20 0.08
N 5.49592 1.18461 -3.44773 0.10 0.12 -0.09
C 4.41723 1.88886 -3.25788 -0.16 -0.08 0.15
C 3.36010 1.49281 -2.32115 0.18 0.02 -0.14
C 2.07222 2.00210 -2.38138 -0.08 0.05 0.04
C 1.10864 1.52102 -1.51247 0.00 0.03 -0.03
N 1.35955 0.60380 -0.57798 0.00 0.01 -0.32
C 2.63469 0.18034 -0.48072 0.09 -0.18 0.05
C 3.64203 0.54760 -1.33215 -0.08 0.24 -0.03
H 3.66260 3.73881 -3.99396 0.01 -0.01 -0.01
H 5.45840 4.82052 -6.02395 -0.01 -0.01 -0.01
H 7.63891 4.27755 -7.05093 0.00 -0.01 0.00
H 8.87981 2.25434 -6.41638 0.00 0.00 0.00
H 7.98048 0.68787 -4.71253 -0.01 0.00 -0.01
H 1.78121 2.73578 -3.12080 -0.01 -0.02 0.00
H 0.09447 1.87736 -1.58484 -0.05 0.01 0.00
H 2.86899 -0.48539 0.33957 -0.03 -0.05 -0.03
H 4.63558 0.13554 -1.23359 0.00 0.01 0.00